Record 1
The following is a DFT calculation (ωB97M-V/def2-TZVPD) of 14 unconnected molecules or ions with the total composition C5H38O13.

Each line ends with the Löwdin charge.
Positions of all 56 atoms, in Å:
O -0.580 0.965 4.442  -0.06
O -1.115 3.703 3.274  -0.07
O -2.902 -2.349 0.061  -0.03
O -3.660 0.399 0.957  -0.05
O 1.263 2.880 1.878  -0.10
O 3.088 1.420 -2.239  -0.06
O 0.418 1.789 -2.368  -0.07
O -1.059 1.810 1.425  -0.10
O 3.374 1.247 0.500  -0.08
O -2.453 -1.260 2.942  -0.06
O -2.079 2.664 -1.024  -0.04
O -1.126 0.019 -3.531  -0.08
O -3.160 -0.366 -1.825  -0.06
C 1.296 -2.908 -0.895  -0.22
C 0.804 -2.229 0.368  -0.25
C 1.951 -1.891 -1.857  -0.27
C 1.847 -2.063 1.554  -0.08
C 3.355 -2.124 -2.404  -0.10
H -3.196 0.762 0.193  0.01
H -0.023 -2.758 0.862  0.09
H -1.298 2.632 -1.594  0.03
H -2.363 3.584 -0.998  0.07
H -0.168 3.665 2.991  0.04
H -2.728 -0.720 2.172  -0.01
H -3.271 -1.032 -1.117  0.02
H -1.371 -0.835 -3.900  0.06
H 0.468 -1.239 0.133  0.08
H -2.755 -2.016 0.949  0.01
H 1.844 -3.841 -0.810  0.10
H -1.031 3.030 3.976  0.03
H 0.433 -3.421 -1.417  0.11
H 0.601 0.955 -1.913  0.04
H 2.847 -1.785 1.229  0.06
H -1.325 2.180 0.555  0.01
H -3.845 1.164 1.516  0.07
H 2.277 1.727 -2.677  0.02
H 2.486 1.264 0.883  0.00
H -1.364 2.524 2.050  0.02
H 4.098 -1.932 -1.611  0.09
H -3.248 -1.274 3.484  0.06
H 3.536 -1.564 -3.309  0.06
H 1.975 -0.922 -1.320  0.07
H 1.412 -1.318 2.223  0.06
H -2.102 -2.701 -0.333  0.05
H 2.013 -2.962 2.121  0.06
H 0.550 2.306 1.474  0.01
H -0.066 1.429 -3.138  0.03
H 3.100 1.143 -0.437  -0.02
H 1.820 3.220 1.153  0.06
H 3.323 -3.169 -2.725  0.07
H 3.697 1.069 -2.898  0.06
H 1.306 -1.623 -2.684  0.09
H -1.145 0.510 3.790  0.02
H -0.081 0.216 4.781  0.05
H -3.956 0.027 -2.177  0.07
H -1.713 -0.003 -2.734  0.01

Results
Energy above the lowest of the compared OMol25 structures with the same formula, charge and spin = 0.0 kcal per mole
Charge = 0

=====

Record 2
The following is a DFT calculation (ωB97M-V/def2-TZVPD) of 4 unconnected molecules or ions with the total composition C3H10N2O3.

Each line ends with the Löwdin charge.
Positions of all 18 atoms, in Å:
O 1.825 0.849 -1.093  -0.05
O -0.226 -0.502 -2.401  -0.07
O -1.865 -1.595 -0.548  -0.03
N 1.291 0.479 1.779  0.01
N -0.619 -0.355 1.053  0.05
C 0.318 1.444 1.843  -0.17
C -0.878 0.938 1.387  -0.10
C 0.683 -0.592 1.309  -0.23
H 0.527 -0.019 -1.973  0.02
H -2.250 -2.435 -0.829  0.09
H -0.618 0.169 -2.977  0.07
H 0.501 2.446 2.166  0.09
H -1.249 -0.995 0.572  0.02
H -1.301 -1.283 -1.276  0.02
H 1.155 -1.539 1.113  0.12
H -1.832 1.427 1.290  0.11
H 2.765 0.685 -1.278  0.07
H 1.773 0.878 -0.136  0.00

Results
Energy above the lowest of the compared OMol25 structures with the same formula, charge and spin = 10.3 kcal per mole
Structure (SMILES) = c1c[nH]cn1.O.O.O
Charge = 0

=====

Record 3
The following is a DFT calculation (ωB97M-V/def2-TZVPD) of 11 unconnected molecules or ions with the total composition C20H45BF4N5O5.

Each line ends with the Löwdin charge.
Positions of all 80 atoms, in Å:
F 84.162 69.711 68.812  0.10
F 85.078 71.886 68.943  0.14
F 85.481 70.439 70.559  0.09
F 83.343 71.119 70.254  0.18
O 79.442 71.358 71.723  -0.12
O 81.992 72.064 73.045  -0.13
O 82.033 69.443 67.174  -0.11
O 84.004 70.109 72.968  -0.10
O 84.308 73.254 66.640  -0.10
N 85.532 75.921 69.985  0.14
N 88.009 65.998 69.593  0.10
N 86.730 66.623 74.059  0.13
N 84.221 66.299 64.019  0.07
N 87.921 74.837 72.601  0.11
C 85.211 74.211 66.531  -0.42
C 82.981 69.043 74.732  -0.10
C 80.671 70.254 65.533  -0.07
C 79.005 70.466 69.546  -0.06
C 84.822 67.411 66.460  -0.06
C 87.172 67.469 73.394  -0.32
C 87.602 74.122 71.756  -0.31
C 83.736 68.886 73.407  -0.42
C 84.486 66.823 65.106  -0.22
C 85.545 66.695 70.480  -0.09
C 84.529 75.522 69.838  -0.25
C 87.772 68.557 72.614  -0.05
C 84.616 75.304 65.687  -0.09
C 81.744 74.362 73.097  -0.10
C 83.180 74.772 69.493  0.00
C 81.992 70.462 66.282  -0.42
C 87.288 73.128 70.717  -0.09
C 86.889 66.339 69.976  -0.25
C 80.106 70.855 70.606  -0.36
C 82.730 73.273 73.258  -0.34
B 84.497 70.824 69.618  -1.32
H 79.463 70.253 68.504  0.07
H 82.736 69.955 67.815  0.13
H 83.685 69.545 75.527  0.11
H 85.388 66.509 71.569  0.07
H 82.737 71.465 73.097  0.02
H 84.673 66.293 69.856  0.11
H 83.364 73.296 74.243  0.15
H 79.920 70.351 66.326  0.06
H 84.980 68.334 66.135  0.01
H 84.436 75.041 64.659  0.07
H 84.069 70.101 71.912  0.14
H 85.468 67.772 70.303  0.05
H 79.983 71.922 72.312  0.06
H 82.361 75.211 73.157  0.04
H 82.998 68.346 72.856  0.10
H 81.932 69.351 74.447  0.08
H 80.819 71.697 70.369  0.10
H 80.859 70.975 64.747  0.07
H 88.058 72.446 70.538  0.04
H 87.224 73.636 69.662  0.11
H 81.172 74.411 74.204  0.15
H 83.335 73.691 69.582  0.06
H 82.524 68.026 75.225  0.11
H 83.230 75.112 68.480  0.03
H 82.200 75.104 69.844  0.07
H 86.091 73.665 65.997  0.14
H 88.726 68.049 72.365  0.10
H 83.933 67.299 67.149  0.10
H 78.241 71.290 69.549  0.08
H 83.395 73.043 72.424  0.10
H 87.819 69.360 73.390  0.10
H 84.372 72.598 67.425  0.11
H 78.663 69.537 70.043  0.07
H 80.650 69.290 65.066  0.06
H 82.015 71.513 66.849  0.15
H 86.405 72.513 71.146  0.10
H 85.290 76.074 65.607  0.03
H 85.727 66.993 66.926  0.08
H 80.873 70.098 70.901  0.11
H 82.796 70.545 65.644  0.07
H 81.259 74.319 72.095  0.08
H 87.133 68.998 71.888  0.05
H 83.728 75.895 66.190  0.12
H 85.585 74.680 67.401  0.07
H 84.677 68.256 73.441  0.10

Results
Energy above the lowest of the compared OMol25 structures with the same formula, charge and spin = 7.8 kcal per mole
Charge = -1

=====

Record 4
The following is a DFT calculation (ωB97M-V/def2-TZVPD) of a molecular structure, C5H12O2.

Each line ends with the Löwdin charge.
Positions of all 19 atoms, in Å:
O -0.485 2.053 1.027  -0.11
O -1.674 -0.288 0.727  -0.06
C 1.880 0.835 1.190  -0.05
C -0.722 -0.943 -2.146  -0.11
C 0.432 0.428 1.269  -0.15
C -0.347 -0.102 0.182  -0.41
C 0.003 -1.183 -0.818  -0.22
H 1.083 -1.274 -0.987  0.11
H 2.577 0.070 1.566  0.09
H -2.116 -0.986 0.234  0.08
H -0.396 0.004 -2.586  0.08
H 0.071 0.258 2.287  0.13
H -1.806 -0.868 -1.991  0.07
H -0.458 1.379 0.028  0.15
H 2.178 1.089 0.170  0.09
H -1.365 1.736 1.313  0.06
H -0.315 -2.168 -0.427  0.11
H 2.008 1.714 1.826  0.08
H -0.547 -1.752 -2.863  0.07

Results
Energy above the lowest of the compared OMol25 structures with the same formula, charge and spin = 97.6 kcal per mole
Charge = 0

=====

Record 5
The following is a DFT calculation (ωB97M-V/def2-TZVPD) of 4 unconnected molecules or ions with the total composition C57H38BrF8N2O7.

Each line ends with the Löwdin charge.
Positions of all 113 atoms, in Å:
Br 8.206 -9.203 -3.019  0.90
F 4.743 -7.329 -1.685  0.03
F 8.127 -12.331 -3.952  0.04
F 7.311 -2.965 -0.324  0.08
F 8.144 -12.653 -6.203  0.06
F 4.611 -7.864 -3.914  0.03
F 9.214 -4.233 -0.202  0.04
F 6.425 -13.585 -5.043  0.09
F 9.221 -2.380 -1.531  0.06
O -10.922 12.311 2.240  0.10
O 5.858 -11.324 -6.728  -0.03
O 3.510 0.412 3.461  0.10
O -7.349 5.318 1.586  0.09
O -4.113 1.076 1.505  0.09
O 2.394 0.006 -1.740  0.10
O -6.296 9.854 3.257  0.10
N 4.454 -10.783 -1.830  0.16
N 6.838 -8.484 0.011  0.05
C -7.794 14.582 3.838  -0.06
C -4.856 2.044 1.493  -0.27
C -2.940 3.582 1.123  0.01
C -8.221 0.413 1.929  -0.05
C -8.533 2.804 1.888  0.01
C 4.054 0.133 -0.085  -0.08
C 0.235 -0.024 0.032  0.01
C 3.256 0.291 2.275  -0.28
C 0.822 0.123 2.753  0.01
C 6.704 0.299 0.762  -0.06
C 7.959 -4.443 -2.268  -0.04
C -3.272 5.960 0.898  -0.05
C -8.856 13.869 3.293  0.00
C 8.527 -4.216 -3.703  0.03
C 7.272 -12.447 -5.076  -0.34
C 6.384 -9.556 -0.908  -0.33
C -0.793 -0.054 0.969  -0.06
C 8.071 -5.160 -4.856  -0.03
C 5.519 -7.806 -2.799  -0.33
C -2.422 4.856 0.917  -0.05
C -0.499 0.012 2.329  -0.05
C 5.673 0.361 1.693  0.01
C -10.702 8.183 1.605  -0.05
C 4.947 -10.232 -0.705  0.14
C 5.522 -10.584 -2.896  -0.23
C -8.388 8.281 2.279  0.01
C 6.416 -11.111 -5.390  -0.24
C -9.479 7.551 1.821  -0.05
C -6.613 4.346 1.540  -0.26
C -6.317 1.870 1.654  -0.08
C -9.874 11.744 2.501  -0.28
C -7.161 2.980 1.702  -0.08
C 6.413 0.141 -0.592  -0.07
C -9.735 10.287 2.283  -0.09
C -6.851 0.585 1.761  0.00
C 6.542 -6.603 -3.148  -0.13
C 8.391 -3.454 -1.100  -0.37
C -4.312 3.407 1.311  -0.08
C -8.517 9.649 2.522  -0.08
C -7.362 10.410 3.050  -0.28
C 1.855 0.159 1.815  -0.09
C 1.562 0.073 0.454  -0.09
C 6.979 -5.640 -1.993  0.07
C -4.638 5.791 1.100  0.01
C 5.157 -10.904 -4.422  -0.05
C 6.254 -9.210 -2.503  -0.48
C -10.829 9.550 1.829  0.00
C -8.726 12.501 3.048  -0.08
C 5.091 0.064 -1.016  0.00
C -7.523 11.854 3.332  -0.09
C 4.346 0.267 1.272  -0.08
C -9.060 1.523 2.002  -0.05
C -6.600 13.933 4.140  -0.06
C 2.650 0.068 -0.549  -0.28
C -6.461 12.573 3.884  0.00
C -5.161 4.514 1.312  -0.08
C 7.088 -6.324 -4.576  -0.03
H 4.871 -0.053 -2.073  0.12
H 4.585 -11.912 -4.420  0.15
H 8.442 -5.062 -5.943  0.11
H -9.192 3.664 1.940  0.12
H -8.635 -0.587 2.005  0.11
H 5.906 0.479 2.747  0.12
H -9.786 14.380 3.064  0.12
H 7.735 -8.108 -0.363  0.08
H -1.824 -0.133 0.639  0.10
H -9.377 6.487 1.637  0.08
H 6.515 -10.915 -7.337  0.12
H 6.288 -11.372 -2.578  0.15
H -11.556 7.610 1.259  0.11
H -7.899 15.645 4.031  0.11
H -1.356 4.989 0.767  0.11
H 0.000 -0.081 -1.026  0.12
H 9.252 -3.362 -3.948  0.12
H -10.128 1.387 2.142  0.11
H 3.536 -11.252 -1.935  0.20
H -1.301 -0.022 3.060  0.11
H 7.219 -10.364 -0.906  0.15
H 6.734 -7.026 -5.420  0.11
H 7.024 -8.873 0.946  0.10
H -6.202 -0.283 1.710  0.12
H 7.219 0.080 -1.317  0.10
H -5.526 12.074 4.120  0.12
H 7.085 -10.177 -5.499  0.14
H -5.294 6.656 1.087  0.12
H 7.735 0.368 1.091  0.11
H 4.382 -10.211 0.285  0.18
H 1.043 0.177 3.814  0.12
H -7.440 7.781 2.451  0.11
H 4.463 -10.152 -4.924  0.14
H -5.774 14.488 4.575  0.11
H -2.869 6.953 0.729  0.11
H 6.609 -5.745 -0.911  0.12
H -11.782 10.038 1.654  0.12
H -2.272 2.725 1.131  0.11

Results
Charge = +1

=====

no.,E_HOMO (eV),Kohn-Sham gap (eV)
1,-10.38,10.4
2,-8.56,9.2
3,-7.31,9.7
4,-7.41,8.3
5,-10.21,4.9